A single H3NP2 molecule, computed with ωB97M-V/def2-TZVPD.

```
6
Properties=species:S:1:pos:R:3:forces:R:3:mulliken_charge:R:1
N -0.2213 -0.1391 -0.2917 -6.71 0.09 1.36 -0.256
P -1.8851 0.0963 0.3174 4.78 -2.43 -3.09 0.094
P 1.0963 0.7778 0.0786 -0.42 2.08 -0.38 0.000
H -2.4162 -1.0294 -0.6244 0.48 1.57 1.30 0.080
H 1.9411 0.0877 -0.7162 1.33 -0.69 -0.68 0.038
H 1.4853 0.2068 1.2362 0.54 -0.61 1.49 0.044
```
Forces are in eV/Å.

Gap between HOMO and LUMO (alpha / beta) (eV): 7.185 / 7.183
Electronic energy (eV): -20113.43959
Relative energy (zero: lowest compared OMol25 entry of this formula, charge and spin) (eV): 0.924
Largest force on an atom (eV Å⁻¹): 6.85
HOMO level (alpha / beta) (eV): -8.527 / -8.525
LUMO level (alpha / beta) (eV): -1.34 / -1.34
SMILES string: [H]/P=N/P
Net charge: 0

A single C11H9F3O molecule, computed with ωB97M-V/def2-TZVPD.

```
24
Properties=species:S:1:pos:R:3:forces:R:3:mulliken_charge:R:1
C -3.0434 -0.3697 -1.1066 0.12 -0.85 -0.63 -0.261
C -2.5598 0.8884 -0.8460 -1.49 0.38 -0.72 -0.632
C -2.2579 -1.4508 -0.7561 -0.69 -2.01 1.45 -0.717
C -1.2824 1.0418 -0.3993 1.56 1.63 0.23 -0.214
C -1.0545 -1.3094 0.0019 -1.45 0.21 -2.91 -0.402
C -0.4995 -0.0443 -0.0534 -0.11 -0.53 2.55 -0.160
C 1.4629 1.3248 -0.1972 1.42 -0.92 1.93 -0.168
C 2.3680 0.3825 -0.9758 1.08 -2.07 1.43 -0.049
C 0.8103 0.2598 0.6647 1.26 -2.60 -2.71 1.652
C 2.0414 -0.7818 0.0189 -2.68 2.95 2.34 0.711
C 0.8776 0.3474 2.1803 -2.78 0.31 -0.84 -1.565
O 1.5377 2.4835 0.0080 0.04 1.79 -0.47 -0.536
F 3.6914 0.5842 -1.0858 1.20 1.23 0.16 -0.333
F 1.6724 -1.9275 -0.5001 -0.26 -1.05 -1.04 -0.311
F 2.8441 -1.0920 1.0647 0.89 0.50 -0.64 -0.327
H -3.9955 -0.4805 -1.6670 0.71 -0.10 0.73 0.343
H -3.3366 1.6100 -1.0603 0.79 1.02 0.09 0.349
H -2.7517 -2.4547 -0.8793 0.95 0.91 0.07 0.284
H -0.7076 1.9872 -0.2658 -1.44 -0.30 -0.24 0.360
H -0.4967 -2.1695 0.2889 0.15 -0.43 0.44 0.481
H 2.0865 0.0569 -1.9178 -1.42 -0.38 -1.97 0.409
H -0.0125 1.0510 2.4190 1.62 -1.23 0.38 0.350
H 1.8200 0.7395 2.4536 0.81 0.66 0.55 0.412
H 0.7858 -0.6767 2.6105 -0.30 0.87 -0.19 0.325
```
Forces are in eV/Å.

Gap between HOMO and LUMO (eV): 9.813
Electronic energy (eV): -21750.44345
Relative energy (zero: lowest compared OMol25 entry of this formula, charge and spin) (eV): 0.000
Largest force on an atom (eV Å⁻¹): 4.63
HOMO level (eV): -9.581
LUMO level (eV): 0.23
SMILES string: C[C@@]1(c2ccccc2)C(=O)[C@@H](F)C1(F)F
Net charge: 0

2 unconnected molecules or ions with the total composition C3H7NO, computed with ωB97M-V/def2-TZVPD.

```
12
Properties=species:S:1:pos:R:3:forces:R:3:lowdin_spin:R:1
C -0.5527 0.8099 -0.2682 -0.38 0.01 0.40 0.086
C -0.8009 1.8370 -1.1325 -0.28 0.37 -0.67 0.157
C 1.3229 -0.1574 -1.2245 0.47 -0.67 -0.22 0.451
N 0.4032 -0.1305 -0.2439 0.07 -0.44 -0.31 0.163
H -1.2911 0.6501 0.5204 -0.07 0.21 0.10 -0.002
H -0.2182 2.0579 -2.0207 0.21 -0.24 0.11 0.028
H -1.7772 2.3125 -1.1480 0.05 0.09 0.40 0.018
H 1.7106 -1.1340 -1.5201 0.23 0.07 0.37 0.045
H 1.6005 0.6366 -1.9134 -0.40 0.37 0.10 0.053
H -1.1998 -1.6868 2.4621 -0.01 0.09 -0.10 0.000
H 0.0513 -1.5395 1.5969 0.04 0.30 -0.27 0.000
O -0.2751 -1.9389 2.4227 0.06 -0.17 0.09 0.001
```
Forces are in eV/Å.

Spin multiplicity: 2
Gap between HOMO and LUMO (alpha / beta) (eV): 5.158 / 7.317
Electronic energy (eV): -6760.41122
<S²>: 0.7635
Relative energy (zero: lowest compared OMol25 entry of this formula, charge and spin) (eV): 0.429
Largest force on an atom (eV Å⁻¹): 0.85
HOMO level (alpha / beta) (eV): -0.749 / -2.922
LUMO level (alpha / beta) (eV): 4.41 / 4.40
Net charge: -1

9 unconnected molecules or ions with the total composition C36H54O27, computed with ωB97M-V/def2-TZVPD.

```
117
Properties=species:S:1:pos:R:3:forces:R:3:mulliken_charge:R:1
C 2.9082 -3.3216 -1.9138 -1.34 -2.01 6.82 -1.477
C 4.3676 -3.6338 -1.5161 -0.76 -0.83 -3.60 0.444
C 5.3656 -2.9541 -2.5966 -1.34 -5.00 0.78 -0.627
O 5.8860 -1.9592 -1.9018 2.89 3.80 -1.90 -0.327
C 5.5808 -1.9925 -0.6776 1.95 0.91 5.21 0.675
O 6.0521 -1.3611 0.2318 -0.13 1.04 -0.89 -0.579
O 4.8191 -2.9989 -0.4002 -2.13 -1.84 2.09 -0.261
H 2.0163 -3.8430 -1.2522 2.56 0.94 -1.37 0.062
H 2.7554 -3.6157 -2.8172 -0.67 -3.07 -5.82 0.920
H 2.4787 -2.3905 -2.0736 0.40 2.90 0.79 0.186
H 4.6350 -4.7787 -1.5072 -1.03 2.23 0.30 0.308
H 5.0492 -2.5874 -3.5020 -1.49 0.54 -2.07 0.404
H 6.0233 -3.8018 -2.7723 0.99 0.45 -0.33 0.303
C 1.8251 -2.4646 2.2761 -1.35 -0.43 1.17 -0.989
C 2.9381 -1.4621 2.4769 -3.07 2.34 -4.33 1.135
C 2.4055 -0.1388 3.0667 0.21 1.15 -2.06 0.230
O 3.5310 0.2903 3.7926 -0.07 -0.18 1.44 -0.345
C 4.2417 -0.7941 4.0563 6.33 1.53 3.99 0.361
O 5.2412 -0.7898 4.8096 -3.22 0.13 -1.85 -0.653
O 3.9619 -1.8311 3.3374 -1.06 -1.82 -1.26 -0.405
H 0.7930 -2.2007 1.5704 3.46 -0.32 2.38 -0.282
H 1.6508 -2.5663 3.3892 -1.28 -0.92 -1.19 0.391
H 2.3401 -3.3670 1.9285 -0.61 -0.14 -0.11 0.371
H 3.1698 -1.2133 1.4004 1.51 -0.19 1.11 -0.191
H 1.4960 -0.2767 3.6693 0.30 0.33 -0.03 0.345
H 2.3691 0.7054 2.3037 -1.09 -1.38 0.68 -0.114
C 5.8377 1.6690 1.5931 3.53 3.83 0.74 -0.572
C 5.3079 3.0420 0.9890 -0.66 -2.77 -0.23 0.367
C 4.7522 2.9827 -0.4778 0.55 3.97 2.17 -0.849
O 3.4260 3.4420 -0.3808 -1.83 -0.70 0.33 -0.364
C 3.0340 3.4999 0.9183 -1.30 -0.40 0.14 0.685
O 1.8861 3.5735 1.3134 2.15 0.14 -0.84 -0.503
O 4.1233 3.4188 1.6816 -0.64 -0.09 1.29 -0.359
H 5.1213 1.0538 1.3501 -3.71 -3.89 -1.26 -0.262
H 5.9042 1.6430 2.7260 0.22 0.47 -1.44 0.322
H 6.7895 1.3121 1.0811 -1.14 0.63 0.80 0.310
H 5.9695 3.8184 1.1710 1.47 1.46 -0.12 0.419
H 4.8897 2.2684 -1.1572 -0.12 -4.69 -1.45 0.524
H 5.1412 3.7029 -1.1395 1.49 1.89 -0.12 0.318
C -2.6653 7.4810 3.0135 0.89 -0.63 -0.47 -1.426
C -3.3008 6.7576 1.8493 4.54 1.77 -1.29 0.310
C -2.7036 7.2890 0.4739 -1.35 -6.93 3.55 -0.760
O -1.7908 6.2580 0.2296 3.51 1.59 -3.82 -0.377
C -1.9192 5.1539 0.8915 1.60 -1.51 -1.09 0.780
O -1.3159 4.1217 0.6572 -1.35 1.50 0.69 -0.611
O -2.7853 5.4241 1.8038 -3.78 -1.76 3.71 -0.337
H -2.6320 8.5266 2.8339 -1.05 1.23 0.02 0.427
H -1.5415 7.3633 3.1324 -1.47 -1.04 0.10 0.312
H -3.3245 7.1738 3.7901 0.43 0.33 1.71 0.379
H -4.3345 6.9400 1.7293 -1.34 -0.93 0.72 0.395
H -2.2297 8.1281 0.5643 1.99 5.21 -0.35 0.534
H -3.5136 6.9517 -0.0171 -2.69 1.06 -3.59 0.372
C 1.9485 0.9577 -4.5825 -4.41 -5.51 5.03 -1.869
C 0.7158 0.1477 -5.0466 1.72 -0.04 -0.52 0.449
C 1.1107 -1.3024 -5.6932 -3.26 4.21 2.87 -0.703
O 0.1172 -2.0769 -5.0984 0.07 -2.13 -1.25 -0.435
C -0.3894 -1.5307 -4.0220 0.27 0.40 1.30 0.534
O -0.9540 -2.1021 -3.1551 -0.76 -0.51 0.43 -0.434
O -0.0698 -0.2334 -3.9506 -0.23 0.59 0.30 -0.071
H 2.5403 1.1755 -5.2826 5.04 1.07 -5.66 0.666
H 2.3345 0.3307 -3.7465 0.81 -0.20 -1.05 0.226
H 1.8721 1.7855 -4.0145 -1.65 3.39 1.44 0.509
H 0.1152 0.7233 -5.7135 -0.59 0.32 -0.68 0.362
H 2.0341 -1.5061 -5.3447 3.17 -1.28 0.77 0.372
H 0.9679 -1.2062 -6.6882 -0.09 -0.37 -3.24 0.443
C -0.6226 -4.3696 0.0793 -0.53 -2.22 4.14 -0.586
C -2.1107 -4.6973 0.3161 -0.08 2.26 -4.36 0.893
C -3.0835 -3.7437 -0.5709 2.87 2.06 1.70 0.292
O -3.7639 -4.6159 -1.4086 -3.40 3.65 -2.14 -0.336
C -3.4294 -5.8159 -1.2985 0.41 -6.29 0.77 0.574
O -3.8336 -6.8950 -1.7674 0.43 3.71 0.24 -0.640
O -2.4580 -5.8662 -0.4010 2.02 -2.83 3.21 -0.518
H -0.2151 -4.3078 -0.8681 0.44 0.02 -1.95 0.355
H 0.0870 -4.8399 0.8680 -1.07 -0.66 -1.72 0.380
H -0.5877 -3.5156 0.6423 0.24 3.48 0.40 -0.279
H -2.3453 -4.3571 1.3204 -0.41 -1.87 0.75 -0.065
H -2.3749 -3.1105 -1.1791 -1.26 -0.25 0.38 -0.182
H -3.7084 -3.1073 0.1368 0.30 -0.94 -1.47 0.235
C 1.1179 0.3840 -1.0412 -0.30 0.65 0.36 0.237
C -0.1600 0.8541 -0.1798 -0.62 -1.18 -2.89 0.402
C -1.5502 0.6009 -0.9640 2.83 2.41 -3.28 1.230
O -2.2163 -0.3372 -0.2226 -4.31 1.11 -3.04 -0.087
C -1.6490 -0.6470 0.8188 4.33 -1.96 4.98 0.380
O -1.9683 -1.4843 1.6321 -0.13 0.66 -0.53 -0.629
O -0.3843 -0.0289 0.9216 -0.48 0.46 0.40 -0.048
H 2.0609 0.6801 -0.5109 -0.77 0.46 -0.56 0.036
H 1.0968 0.7914 -2.1572 -0.05 -1.05 2.79 -0.413
H 1.2049 -0.7127 -0.9302 -0.53 0.24 -0.81 -0.007
H -0.0762 1.9287 -0.0192 0.04 -0.23 1.13 0.083
H -1.3712 0.1141 -1.9375 0.10 0.22 0.40 -0.486
H -2.0222 1.6093 -1.2820 -0.14 -1.75 1.48 -0.769
C -3.7250 4.5215 -2.1512 1.87 0.44 2.61 -0.827
C -4.5956 3.7541 -3.1046 3.58 -1.36 -0.55 0.268
C -4.0231 3.4477 -4.5700 -0.83 2.45 -2.36 -0.432
O -3.8599 2.0756 -4.5900 1.50 -0.07 -1.11 -0.287
C -4.1937 1.5166 -3.4610 0.30 -5.48 -0.33 0.702
O -4.0885 0.2679 -3.3787 -0.64 4.29 1.04 -0.605
O -4.6500 2.4133 -2.6137 -0.96 -0.45 1.55 -0.329
H -3.5319 5.5822 -2.4381 0.15 -0.98 -0.33 0.348
H -2.8162 3.8621 -2.1474 -0.07 1.37 0.42 0.102
H -4.0145 4.6789 -0.9520 0.00 -1.10 -3.31 0.079
H -5.4722 4.2262 -3.0471 -4.12 0.98 -0.60 0.446
H -2.9912 3.9902 -4.8975 -2.58 -1.11 0.99 0.246
H -4.8570 3.5285 -5.4357 1.89 1.02 2.01 0.260
C -3.4074 -2.8311 4.0860 -2.97 3.56 2.61 -0.919
C -4.0489 -3.3852 5.3838 3.87 -4.13 -2.86 0.194
C -4.2803 -4.9486 5.3336 -3.43 0.10 -0.51 -0.660
O -3.3424 -5.5248 6.1221 1.95 -0.14 1.82 -0.338
C -2.7566 -4.5253 6.8333 6.17 -4.86 4.04 0.672
O -1.8285 -4.7432 7.6908 -4.37 0.90 -3.33 -0.629
O -3.0549 -3.3998 6.3757 -1.15 4.90 0.60 -0.339
H -3.0678 -1.6464 4.3147 -1.08 -3.38 -1.09 0.155
H -4.2844 -2.9813 3.4093 1.35 0.62 -0.39 0.261
H -2.5952 -3.4375 3.9686 2.30 -1.27 -1.26 0.412
H -4.9388 -2.9783 5.5222 -3.55 2.54 1.90 0.594
H -4.3267 -5.4237 4.3981 0.88 -0.12 -1.89 0.338
H -5.2553 -5.3606 5.6920 0.04 1.26 0.36 0.266
```
Forces are in eV/Å.

Gap between HOMO and LUMO (eV): 9.795
Electronic energy (eV): -93476.79148
Relative energy (zero: lowest compared OMol25 entry of this formula, charge and spin) (eV): 16.458
Largest force on an atom (eV Å⁻¹): 8.83
HOMO level (eV): -9.902
LUMO level (eV): -0.11
SMILES string: C[C@H]1COC(=O)O1.C[C@H]1COC(=O)O1.C[C@H]1COC(=O)O1.C[C@H]1COC(=O)O1.C[C@H]1COC(=O)O1.C[C@H]1COC(=O)O1.C[C@H]1COC(=O)O1.C[C@H]1COC(=O)O1.C[C@H]1COC(=O)O1
Net charge: 0